The following is a DFT calculation (wB97M-V/def2-TZVPD) of C27H42Br2Cl5FMgN2NaO5S as an isolated structure at a distorted geometry.

The geometry in XYZ format:
```
87
Properties=species:S:1:pos:R:3:mulliken_charge:R:1
C -2.95 -3.85 5.44 -1.35
C -1.77 -3.48 4.52 -0.18
C -2.22 -3.71 3.06 -0.95
C -1.39 -2.97 2.02 -0.86
N -1.57 -1.50 2.09 -0.07
C -0.50 -0.89 1.35 -0.58
C -0.29 -1.17 -0.13 -0.63
C 1.05 -0.35 -0.28 -0.26
C 0.58 0.87 0.51 0.43
O 0.97 2.07 0.35 -0.49
C 1.23 2.44 -1.04 -0.91
C 2.67 2.32 -1.45 1.10
C 3.65 3.21 -0.65 -0.45
C 5.04 3.40 -1.35 -0.29
N -0.31 0.58 1.39 0.17
H -3.46 -4.69 4.95 0.33
H -3.69 -3.05 5.47 0.32
H -2.63 -4.17 6.43 0.39
H -0.98 -4.18 4.76 0.29
H -1.43 -2.45 4.70 0.27
H -2.07 -4.77 2.86 0.44
H -3.27 -3.45 2.95 0.35
H -1.69 -3.31 1.03 0.40
H -0.34 -3.28 2.14 0.42
H -1.38 -1.28 3.07 0.33
H 0.45 -1.25 1.79 0.39
H -0.28 -2.22 -0.41 0.61
H -1.12 -0.71 -0.67 0.21
H 1.79 -0.98 0.22 0.16
H 1.16 -0.19 -1.34 0.30
H 0.56 1.89 -1.71 0.46
H 0.92 3.48 -1.14 0.61
H 2.73 2.68 -2.49 -0.92
H 3.02 1.29 -1.49 0.28
H 3.20 4.20 -0.53 0.31
H 3.86 2.75 0.32 0.26
H 5.25 2.59 -2.05 0.31
H 5.83 3.40 -0.61 0.12
H 5.16 4.35 -1.90 -0.43
H -0.77 1.26 1.98 0.27
Cl -6.31 3.47 -1.38 -0.19
C -5.13 3.06 -0.20 0.52
C -4.01 2.31 -0.51 -0.02
Cl -3.68 1.71 -2.10 -0.16
C -3.08 2.00 0.46 0.40
C -3.26 2.43 1.77 -0.57
C -4.37 3.20 2.09 -0.71
C -5.30 3.51 1.11 -0.55
H -2.22 1.40 0.20 0.12
H -2.54 2.19 2.54 0.20
H -4.52 3.54 3.10 0.40
H -6.17 4.10 1.36 0.44
Br 2.84 3.53 -4.28 -0.55
Na 4.47 5.44 -3.23 0.78
Br 7.43 5.87 -1.55 -0.57
Mg 4.37 3.43 -6.37 0.96
C -4.69 -1.33 -0.02 -0.68
S -4.00 -2.99 -0.04 0.62
O -2.85 -2.97 -0.98 -0.66
C -5.38 -3.77 -0.88 -1.17
H -3.94 -0.68 0.43 -0.19
H -4.90 -1.00 -1.04 0.41
H -5.60 -1.31 0.58 0.51
H -5.55 -3.29 -1.84 0.35
H -6.27 -3.69 -0.26 0.39
H -5.14 -4.82 -1.03 0.39
C 3.20 -3.60 -4.22 -0.48
C 3.44 -2.29 -4.24 -0.52
C 2.38 -1.31 -4.51 0.58
O 2.61 -0.11 -4.51 -0.60
C 1.01 -1.83 -4.77 -0.35
C 0.76 -3.14 -4.75 -0.39
C 1.83 -4.13 -4.48 0.31
O 1.60 -5.31 -4.47 -0.52
H 3.99 -4.32 -4.02 0.63
H 4.43 -1.89 -4.05 0.48
H 0.24 -1.09 -4.96 0.44
H -0.23 -3.53 -4.94 0.44
F 5.67 -4.67 -3.18 -0.66
C 9.49 4.15 1.83 -0.05
Cl 10.82 4.44 0.71 -0.10
Cl 8.73 5.67 2.30 -0.11
Cl 8.30 3.05 1.11 -0.10
H 9.89 3.68 2.72 0.35
O -4.37 2.29 5.16 -0.60
H -5.12 1.69 5.24 0.31
H -3.82 2.07 5.92 0.30
```

As for the LUMO energy: -0.2832 Eh. As for the HOMO-LUMO gap: 1.60 eV. The calculation puts the energy above the lowest of the compared OMol25 structures with the same formula, charge and spin at 0.0 kcal per mole. As for the total charge: +1.